DFT (the ωB97M-V functional and the def2-TZVPD basis) results for a structure of composition C28H42As3CuN2P.

Last column: Mulliken spin population.
CARTESIAN COORDINATES (ANGSTROEM)
Cu: -0.193 -0.211 0.106  0.41
N: 2.300 1.423 0.748  0.01
P: 2.190 -0.214 0.328  0.12
C: 3.212 -0.498 -1.111  0.02
C: 4.603 -0.618 -1.054  0.00
C: 5.331 -0.742 -2.225  0.00
C: 4.682 -0.746 -3.453  0.00
C: 3.302 -0.622 -3.519  0.00
C: 2.568 -0.501 -2.351  0.00
C: 2.907 -1.030 1.759  0.00
C: 2.506 -0.612 3.030  0.01
C: 2.968 -1.272 4.157  -0.01
C: 3.831 -2.352 4.026  0.01
C: 4.232 -2.775 2.766  -0.01
C: 3.769 -2.119 1.635  0.01
C: 1.281 2.316 0.514  -0.01
C: 1.502 3.687 0.700  0.00
C: 0.489 4.567 0.427  0.00
C: -0.733 4.075 -0.038  0.00
C: -0.872 2.722 -0.173  -0.01
N: 0.100 1.824 0.112  0.07
H: 3.197 1.821 0.994  0.00
H: 5.123 -0.593 -0.104  0.00
H: 6.407 -0.831 -2.180  0.00
H: 5.257 -0.846 -4.363  0.00
H: 2.802 -0.621 -4.477  0.00
H: 1.488 -0.406 -2.407  0.00
H: 1.846 0.240 3.148  0.00
H: 2.663 -0.938 5.138  0.00
H: 4.200 -2.858 4.907  0.00
H: 4.912 -3.608 2.661  0.00
H: 4.087 -2.463 0.659  0.00
H: 2.468 4.028 1.044  0.00
H: 0.642 5.628 0.562  0.00
H: -1.550 4.733 -0.292  0.00
H: -1.794 2.309 -0.542  0.01
C: -3.611 1.024 1.350  0.02
As: -2.710 -0.179 0.124  0.10
C: -3.371 0.412 -1.606  0.00
C: -3.769 -1.777 0.493  0.02
C: -3.333 -3.159 -0.004  -0.01
C: -4.299 -4.175 0.630  0.00
C: -1.944 -3.519 0.537  0.03
As: -0.332 -2.656 -0.129  0.15
C: 0.960 -3.702 0.858  0.01
C: 0.005 -3.264 -1.935  0.01
C: -3.361 -3.256 -1.536  0.00
As: -5.088 -3.686 -2.434  0.00
C: -4.291 -3.742 -4.221  0.00
C: -5.854 -1.888 -2.608  0.00
H: -4.683 0.843 1.256  0.01
H: -3.398 2.063 1.112  0.00
H: -3.296 0.820 2.371  0.00
H: -4.457 0.303 -1.616  0.01
H: -2.942 -0.184 -2.409  0.00
H: -3.122 1.456 -1.776  0.00
H: -4.757 -1.532 0.089  0.00
H: -3.870 -1.789 1.583  0.00
H: -4.159 -4.213 1.712  0.00
H: -4.133 -5.175 0.227  0.00
H: -5.340 -3.916 0.435  0.00
H: -1.756 -4.585 0.366  0.00
H: -1.903 -3.363 1.621  0.00
H: 0.630 -4.741 0.818  0.00
H: 1.028 -3.374 1.894  0.00
H: 1.935 -3.616 0.387  0.00
H: -0.184 -4.337 -1.984  0.01
H: 1.054 -3.070 -2.161  0.00
H: -0.624 -2.750 -2.658  0.00
H: -2.731 -4.098 -1.841  0.00
H: -2.927 -2.362 -2.002  0.00
H: -3.681 -4.639 -4.324  0.00
H: -3.684 -2.859 -4.422  0.00
H: -5.092 -3.793 -4.958  0.00
H: -6.235 -1.522 -1.655  0.00
H: -6.703 -1.963 -3.288  0.00
H: -5.140 -1.180 -3.030  0.00

Atoms 1-6, force components in eV/Å:
0.1 -0.1 -0.1
0.2 -0.1 0.0
-0.3 0.0 0.3
0.0 -0.1 -0.1
0.1 0.2 0.0
0.0 0.0 0.0

Computed properties:
⟨S²⟩ ... 0.756
Spin multiplicity ... 2
Kohn-Sham gap (spin up / spin down) ... 7.561 / 5.896 eV
Total charge ... +2